1.
Formula: C4H28BO22
Source: the OMol25 dataset
Level of theory: ωB97M-V/def2-TZVPD

Last column: natural (NBO) charge in e.
Atoms and positions in Å:
O -2.163 -1.716 1.096  -0.5711
C -1.203 -1.152 0.582  0.6996
O -0.851 -1.324 -0.612  -0.6096
B 0.080 -0.290 -1.008  1.1282
O 0.144 0.560 0.201  -0.6220
C -0.614 0.072 1.074  0.6923
O -0.817 0.641 2.103  -0.6135
O -0.294 0.528 -2.091  -0.5898
C 0.656 0.370 -2.848  0.6622
O 0.622 0.696 -4.062  -0.5820
C 1.740 -0.451 -2.396  0.7099
O 1.358 -0.889 -1.282  -0.6031
O 2.514 -1.101 -3.069  -0.5893
O 3.853 0.405 -5.144  -0.9832
H 3.270 -0.334 -4.581  0.4984
H 3.265 1.221 -5.044  0.4616
O -2.793 1.056 -0.962  -0.9561
H -2.077 1.058 -1.542  0.4716
H -3.481 1.461 -1.532  0.4819
O 1.624 -3.625 -0.526  -0.9000
H 1.285 -2.979 -1.119  0.4742
H 2.043 -4.146 -1.275  0.5123
O -2.464 0.421 4.349  -0.9538
H -2.262 0.880 3.516  0.4784
H -2.285 -0.517 4.188  0.4741
O -4.290 -1.075 2.486  -0.9546
H -3.696 -1.417 1.850  0.4837
H -3.928 -0.217 2.664  0.4570
O 3.533 -2.524 -0.034  -0.9924
H 2.699 -2.915 -0.211  0.4514
H 3.745 -2.971 0.769  0.4555
O 2.879 -3.859 -3.039  -0.9958
H 3.851 -3.959 -3.100  0.4884
H 2.646 -2.897 -3.259  0.5066
O 1.187 2.228 3.745  -0.9590
H 0.780 1.989 2.931  0.4908
H 0.732 2.838 4.254  0.4725
O 3.457 -0.037 1.459  -0.9609
H 3.403 -0.773 0.812  0.4930
H 2.966 0.760 0.910  0.4496
O -0.794 2.573 -5.452  -0.9538
H -0.177 3.297 -5.479  0.4459
H -0.138 2.080 -4.845  0.4848
O -2.347 3.305 3.309  -0.9798
H -2.936 2.675 2.704  0.4581
H -1.362 3.347 2.751  0.4985
O -5.102 -1.356 -0.436  -0.9528
H -5.158 -0.568 0.186  0.4788
H -4.169 -1.332 -0.738  0.4731
O -0.112 3.209 1.231  -0.9927
H -0.465 2.253 1.187  0.5026
H -0.523 3.839 0.636  0.4876
O 0.924 -0.071 5.099  -0.9250
H 0.141 -0.021 4.543  0.4601
H 1.103 0.757 5.051  0.4577

Output
net charge	-1
HOMO energy	-8.2	eV
orbital gap	8.88	eV

***

2.
Formula: C4H28BO22
Source: the OMol25 dataset
Level of theory: ωB97M-V/def2-TZVPD

Last column: natural (NBO) charge in e.
Atoms and positions in Å:
O 2.341 0.310 1.813  -0.6150
C 1.504 -0.004 1.004  0.7060
O 0.215 0.250 1.096  -0.6752
B -0.483 -0.340 -0.077  1.1923
O 0.584 -0.933 -0.896  -0.6546
C 1.749 -0.808 -0.283  0.6852
O 2.807 -1.240 -0.618  -0.5422
O -1.236 0.640 -0.877  -0.6565
C -2.523 0.367 -0.792  0.6915
O -3.418 0.991 -1.289  -0.5785
C -2.670 -0.963 -0.024  0.6885
O -1.473 -1.327 0.389  -0.6513
O -3.713 -1.522 0.162  -0.5795
O -5.361 -3.418 1.722  -0.9540
H -5.099 -4.341 1.781  0.4575
H -4.756 -3.031 1.074  0.4923
O -5.824 2.164 -3.000  -0.9634
H -5.196 2.828 -2.704  0.4637
H -5.389 1.317 -2.834  0.4949
O 2.152 -0.970 4.525  -0.9504
H 2.042 -0.467 3.708  0.4832
H 1.468 -1.645 4.493  0.4622
O 0.789 2.309 -2.414  -0.9579
H 0.254 2.294 -3.212  0.4645
H 0.144 2.363 -1.694  0.4916
O 3.258 3.013 0.657  -0.9460
H 2.536 2.560 1.105  0.4749
H 2.936 3.899 0.470  0.4773
O -2.382 1.477 2.034  -0.9678
H -1.579 1.110 2.427  0.4907
H -3.043 0.783 2.144  0.4894
O 5.323 -0.932 -2.308  -0.9626
H 4.655 -0.648 -2.937  0.4585
H 4.915 -1.658 -1.810  0.4971
O -5.407 1.879 0.825  -0.9464
H -4.502 1.771 0.512  0.4775
H -5.426 2.751 1.229  0.4673
O -6.049 -0.491 -1.783  -0.9627
H -5.332 -0.417 -1.141  0.4876
H -6.753 0.052 -1.416  0.4767
O 4.953 -3.433 -0.630  -0.9833
H 4.007 -3.354 -0.810  0.4842
H 5.118 -2.868 0.141  0.4994
O 2.292 -3.569 -2.330  -0.9416
H 1.477 -3.565 -1.819  0.4709
H 2.216 -2.797 -2.899  0.4748
O 4.850 -1.459 1.507  -0.9676
H 5.308 -1.212 2.315  0.4759
H 4.028 -0.950 1.523  0.4938
O 5.640 1.398 0.118  -0.9801
H 5.326 0.705 -0.477  0.4881
H 4.857 1.886 0.414  0.4833
O -0.804 3.282 0.310  -0.9560
H -1.300 2.555 0.718  0.4921
H -0.026 3.407 0.860  0.4595

Output
net charge	-1
HOMO energy	-8.0	eV
orbital gap	9.86	eV

***

Most stable one: 2, least stable one: 1.

***

1.
Formula: C6H11N4S
Source: the OMol25 dataset
Level of theory: ωB97M-V/def2-TZVPD

Last column: natural (NBO) charge in e.
Atoms and positions in Å:
S 3.131 1.433 0.457  -0.1486
C 2.736 -0.164 0.362  -0.0571
N 1.944 -0.515 -0.609  -0.5989
C 1.208 -1.776 -0.530  -0.2489
C 0.060 -1.770 0.483  -0.2364
N -1.066 -1.016 0.204  -0.5809
C -1.255 0.307 0.014  0.6025
N -2.461 0.896 -0.329  -0.5117
C -2.347 2.200 -0.163  -0.0504
C -1.027 2.515 -0.022  -0.0670
N -0.375 1.299 0.189  -0.4988
H 3.055 -0.753 1.108  0.2057
H 2.006 0.026 -1.461  0.4362
H 1.879 -2.572 -0.093  0.2253
H 0.760 -2.095 -1.474  0.2291
H -0.348 -2.813 0.641  0.2534
H 0.532 -1.549 1.599  0.2046
H -1.966 -1.495 -0.015  0.4186
H -3.396 0.484 -0.475  0.4525
H -3.181 2.771 -0.530  0.2505
H -0.446 3.405 0.224  0.2655
H 0.558 1.179 0.420  0.4549

Output
net charge	+1
SMILES	S=CNCC[NH+]=c1[nH]cc[nH]1
HOMO energy	-11.8	eV
orbital gap	8.73	eV

***

2.
Formula: C6H11N4S
Source: the OMol25 dataset
Level of theory: ωB97M-V/def2-TZVPD

Last column: natural (NBO) charge in e.
Atoms and positions in Å:
C 0.371 0.057 0.345  0.6983
C -0.693 4.207 2.635  0.2057
C 1.828 1.823 0.701  -0.0839
C -0.133 -2.367 -0.874  -0.4186
C -1.333 -1.668 -0.171  -0.2175
C 0.761 -1.379 -1.585  -0.2330
N -0.435 3.182 2.239  -0.4220
N -0.772 -0.595 0.585  -0.5487
N 1.154 -0.391 -0.677  -0.5573
N 0.835 1.089 1.136  -0.6344
S 2.459 2.916 1.914  0.1053
H -1.147 5.063 2.963  0.2400
H 3.528 3.250 1.161  0.1616
H 0.277 -2.859 0.005  0.2232
H -0.559 -3.064 -1.622  0.2467
H -1.879 -1.141 -1.006  0.2060
H -2.014 -2.266 0.500  0.2455
H 1.555 -1.869 -1.997  0.2340
H 0.243 -1.045 -2.509  0.2079
H -1.423 -0.269 1.361  0.4353
H 2.039 0.179 -0.953  0.4747
H 0.268 1.439 1.854  0.4314

Output
net charge	+1
HOMO energy	-12.4	eV
orbital gap	8.96	eV

***

Most stable one: 1, least stable one: 2.

***

1.
Formula: H5NO
Source: the OMol25 dataset
Level of theory: ωB97M-V/def2-TZVPD

Last column: natural (NBO) charge in e.
Atoms and positions in Å:
N -0.712 -1.915 0.321  -1.1354
H -1.697 -1.771 0.247  0.3772
H -0.256 -2.467 -0.386  0.3789
H -0.213 -1.669 1.154  0.3804
O 0.794 2.018 -0.307  -0.9436
H 0.150 1.710 0.348  0.4713
H 0.587 1.571 -1.131  0.4713

Output
net charge	0
SMILES	N.O
HOMO energy	-9.6	eV
orbital gap	10.49	eV

***

2.
Formula: H5NO
Source: the OMol25 dataset
Level of theory: ωB97M-V/def2-TZVPD

Last column: natural (NBO) charge in e.
Atoms and positions in Å:
N 1.096 0.541 0.216  -1.0939
H 1.474 1.357 -0.326  0.3601
H 0.951 0.849 1.242  0.3702
H 1.772 -0.205 0.170  0.3649
O -1.585 -1.178 -0.317  -0.9445
H -2.513 -0.899 -0.155  0.4630
H -1.193 -0.464 -0.829  0.4801

Output
net charge	0
SMILES	N.O
HOMO energy	-10.1	eV
orbital gap	11.14	eV

***

Most stable one: 2, least stable one: 1.